Record 1
Computed, not measured: a 13-piece molecular cluster, C16H54F3N24O14 overall in a non-equilibrium geometry, with ωB97M-V/def2-TZVPD.

Calculated values
- energy above the lowest of the compared OMol25 structures with the same formula, charge and spin (eV) = 0.303
- E_LUMO (Ha) = 0.06100
- net charge = -1

Last column: Mulliken charge in e.
Cartesian coordinates (Å):
C: 0.75110 0.36712 0.01166  0.3515
O: -0.54519 -0.26414 -0.06557  0.6704
O: 1.53068 -0.17649 -0.94541  -0.9125
C: 0.62453 1.89432 -0.00828  -0.2414
F: 1.71054 2.58585 -0.47022  -0.0354
F: -0.42984 2.38287 -0.70626  -0.2421
F: 0.41756 2.40028 1.22637  -0.3137
C: -1.08266 -0.60073 1.20623  0.2171
C: -2.51145 -1.09593 1.03317  -0.8377
H: -2.47469 -2.04405 0.50670  0.0001
H: -3.00515 -1.21985 1.99920  0.5974
H: -3.17876 -0.38774 0.53727  -0.2277
H: -1.19076 0.20088 1.94658  0.4058
H: -0.50679 -1.35660 1.74760  -0.2873
H: 1.09501 0.02288 0.99831  0.2695
C: 3.76065 5.06389 -2.25190  0.5187
O: 4.10761 6.18280 -2.60139  -0.6578
N: 4.50436 3.90156 -2.43844  -0.3143
N: 2.47884 4.78230 -1.86183  -0.3105
H: 5.24666 3.91533 -3.11628  0.2344
H: 3.96771 3.05085 -2.44169  0.1226
H: 1.75472 5.47646 -1.86498  0.1950
H: 2.18839 3.85467 -1.60081  0.1765
C: -0.55064 -3.39242 -2.38854  0.3831
O: -0.82568 -4.51627 -2.85631  -0.7622
N: -1.45148 -2.71045 -1.62753  0.0256
N: 0.58063 -2.73382 -2.78041  -0.0674
H: -2.31982 -3.18281 -1.47504  0.1847
H: -1.14799 -1.86182 -1.16736  -0.0846
H: 0.79792 -1.83021 -2.37342  -0.1594
H: 1.36588 -3.23102 -3.15004  0.2053
C: 2.90433 4.11397 3.73923  0.6307
O: 2.13593 4.05818 4.69644  -0.6785
N: 4.18559 3.61617 3.83023  -0.3375
N: 2.52143 4.56925 2.50356  -0.3313
H: 4.68075 3.67960 4.69599  0.2043
H: 4.63148 3.41120 2.95467  0.1583
H: 3.15276 4.57176 1.72801  0.1604
H: 1.54583 4.80272 2.47334  0.2011
C: -6.77383 -1.58171 1.85796  0.6343
O: -6.98694 -1.29150 3.02719  -0.6693
N: -7.44640 -2.62862 1.26719  -0.4325
N: -5.77973 -1.05934 1.08142  -0.1647
H: -7.20424 -2.97941 0.36371  0.1892
H: -7.96802 -3.10854 1.98137  0.2260
H: -5.05851 -0.45144 1.41390  0.1733
H: -5.60638 -1.50013 0.19656  0.0861
C: -2.99482 3.75433 -2.85838  0.6144
O: -3.68234 3.73362 -1.83495  -0.7280
N: -3.55591 3.70398 -4.09908  -0.3529
N: -1.63836 3.67931 -2.80417  -0.3770
H: -2.96328 3.64573 -4.90886  0.1881
H: -4.55504 3.68226 -4.14740  0.2118
H: -1.14557 3.44441 -3.65521  0.1769
H: -1.24504 3.50389 -1.88465  0.3448
C: -5.33317 0.41259 -2.27441  0.5635
O: -4.39499 -0.01781 -2.93443  -0.6029
N: -6.62754 -0.01616 -2.46747  -0.4387
N: -5.24776 1.26079 -1.19270  -0.1151
H: -6.88119 -0.62317 -3.22393  0.2214
H: -7.38167 0.27622 -1.87459  0.1379
H: -4.38201 1.76387 -1.05668  0.0177
H: -6.04827 1.66904 -0.74811  0.2106
C: 1.01982 -2.41019 4.49187  0.8659
O: -0.10135 -1.97655 4.21216  -0.8353
N: 2.17438 -1.70683 4.26161  -0.1404
N: 1.26191 -3.59520 5.12508  -0.4081
H: 2.99168 -2.17808 4.58858  0.1367
H: 2.12351 -0.85416 3.72066  0.0811
H: 0.58056 -4.33533 5.12254  0.2391
H: 2.14640 -3.85681 5.51295  0.1496
C: 4.53122 -0.63645 -2.77583  0.2920
O: 5.35123 -0.45903 -3.67307  -0.7039
N: 3.55884 -1.59361 -2.95082  -0.2608
N: 4.35020 0.15184 -1.67275  0.1183
H: 3.53967 -1.91781 -3.90034  0.1981
H: 3.12975 -1.98978 -2.13384  0.2196
H: 3.40545 0.24982 -1.28987  -0.1669
H: 4.92705 0.97582 -1.64390  0.2536
C: -2.77073 -4.03188 3.64864  0.4676
O: -3.85373 -4.58888 3.54030  -0.6959
N: -2.27564 -3.59477 4.85408  -0.3239
N: -1.84351 -3.85090 2.64850  -0.1851
H: -1.44459 -3.00158 4.88959  0.3281
H: -2.92917 -3.63993 5.61473  0.1699
H: -1.07280 -3.27020 2.93836  0.1561
H: -2.05004 -4.22394 1.74289  0.1193
C: -0.97834 0.42207 -5.13788  0.5663
O: -1.37900 1.22173 -5.99331  -0.6991
N: 0.34314 0.01909 -5.15485  -0.4025
N: -1.64330 0.06632 -4.00847  -0.0421
H: 0.78399 -0.60824 -4.49210  0.2008
H: 0.86652 0.65258 -5.73600  0.2112
H: -2.45453 0.62270 -3.79698  0.1009
H: -1.09221 -0.41743 -3.32786  0.0548
C: 3.01119 -3.08887 1.13594  0.3389
O: 3.26762 -4.00014 1.92334  -0.7147
N: 3.82515 -1.99888 0.95552  -0.1939
N: 1.81589 -2.92552 0.48581  -0.0487
H: 3.61659 -1.38137 0.18832  0.2321
H: 4.71149 -1.92598 1.41411  0.1945
H: 1.00517 -3.44957 0.77076  0.1562
H: 1.54015 -2.04182 0.07317  -0.0793
C: 3.97077 0.82793 2.15995  0.6225
O: 2.97719 0.74077 2.85015  -0.9197
N: 3.98930 1.54194 0.99553  0.4072
N: 5.23000 0.34303 2.45197  -0.4782
H: 3.11075 1.81456 0.57579  -0.5019
H: 4.82112 1.86842 0.54136  0.2581
H: 5.28004 -0.08628 3.36230  0.2839
H: 6.11226 0.54463 2.02421  0.1520

Atoms 1-6, force components in eV/Å:
C 1.12 -3.05 -0.75
O -0.51 0.87 0.47
O 0.08 1.01 0.07
C -1.52 1.33 0.84
F -0.04 -0.94 -0.01
F 0.50 -0.75 -0.29


Record 2
Computed, not measured: a 10-piece molecular cluster, C16H54N18O10 overall in a non-equilibrium geometry, with ωB97M-V/def2-TZVPD.

Calculated values
- energy above the lowest of the compared OMol25 structures with the same formula, charge and spin (eV) = 0.000
- E_LUMO (alpha / beta) (Ha) = -0.09106 / -0.31493
- net charge = +1
- spin multiplicity = 2

Last column: Mulliken charge in e.
Cartesian coordinates (Å):
C: -6.11228 21.37493 8.55528  -0.1500
O: -5.11324 21.34108 9.21263  -0.4169
N: -6.05396 20.95043 7.29450  -0.0330
N: -7.30514 21.73717 8.88227  0.8115
H: -5.20831 20.49162 6.98714  0.2968
H: -6.89222 20.61555 6.84141  0.1120
H: -8.08649 21.34255 8.37841  0.3836
H: -7.26627 22.01369 9.85290  -0.4536
C: -2.54614 18.91563 9.22533  0.6796
O: -2.18468 19.30261 8.18755  -0.6682
N: -1.81882 18.30169 10.06950  -0.4274
N: -3.69791 19.01337 9.68249  -0.1305
H: -0.90040 17.96638 9.81617  0.2324
H: -2.27377 18.01430 10.92421  0.1416
H: -4.35020 19.71432 9.36108  -0.0926
H: -3.98780 18.22825 10.24786  0.2131
C: -1.32971 23.56411 10.35546  0.7270
O: -1.81600 24.22061 11.25088  -0.7978
N: -0.37409 24.02752 9.56128  -0.4241
N: -1.82238 22.40420 10.03280  -0.2211
H: 0.08591 23.44334 8.87773  0.2086
H: -0.18865 24.98902 9.80872  0.2273
H: -2.82372 22.32851 10.14091  0.1159
H: -1.37000 21.94287 9.25651  0.1858
C: -7.07969 19.06418 4.55461  0.7166
O: -7.76651 20.02772 4.60100  -0.7562
N: -7.43020 17.95934 5.15642  -0.3386
N: -5.82333 18.94917 4.18585  -0.4343
H: -6.75449 17.20953 5.12052  0.1079
H: -8.27401 17.86250 5.70297  0.1579
H: -5.55276 19.60464 3.46665  0.2484
H: -5.38061 18.04562 4.27358  0.1655
C: -8.21075 17.12237 8.47199  0.4198
O: -9.11808 16.87339 7.69443  -0.6951
N: -7.74270 16.31975 9.41648  -0.3125
N: -7.63559 18.30425 8.53586  0.0270
H: -7.89724 15.32196 9.39133  0.2437
H: -7.04096 16.72040 10.02240  0.1165
H: -8.10572 18.96684 7.93582  0.0052
H: -7.22269 18.58758 9.41298  0.1406
C: -7.65130 24.25291 12.19728  0.5883
O: -7.55372 23.31908 11.44854  -0.5728
N: -8.76730 24.55088 12.73954  -0.4025
N: -6.69306 25.14940 12.30856  -0.2862
H: -8.73821 25.23331 13.48355  0.1918
H: -9.53014 23.91291 12.56297  0.2577
H: -6.90379 26.02395 12.76777  0.2088
H: -5.90453 25.20002 11.67947  0.0202
C: -6.89791 20.00118 11.82963  0.2363
O: -6.72989 18.78934 11.75895  -0.7082
N: -5.86465 20.79525 11.98353  -0.3017
N: -8.06076 20.60861 11.83181  -0.1792
H: -5.94899 21.79855 11.90369  0.3008
H: -5.01742 20.35868 11.64928  0.1760
H: -8.86431 19.99674 11.82826  0.1791
H: -8.11615 21.61222 11.93080  0.2798
C: -10.36424 20.94750 6.50985  0.4832
O: -9.56489 20.47376 7.26275  -0.6611
N: -10.13759 21.22996 5.27551  -0.3887
N: -11.49947 21.44471 6.86283  -0.4230
H: -9.26035 20.83019 4.97430  0.4454
H: -10.71060 21.87578 4.75140  0.1895
H: -12.12354 21.85412 6.18238  0.1887
H: -11.64801 21.59184 7.85096  0.3238
C: -9.36789 24.96665 8.45227  -0.8851
C: -10.71825 24.22547 8.85131  0.2181
C: -11.77899 24.36017 7.70114  -0.9931
O: -12.20858 25.79880 7.47369  -0.3750
C: -13.00966 25.88877 6.34204  -0.7845
N: -10.35120 22.88550 9.23321  -0.3781
H: -8.94476 24.43001 7.60311  0.3436
H: -8.63964 24.92889 9.26241  -0.2072
H: -9.58445 25.93317 7.99726  0.6258
H: -11.12111 24.76057 9.71124  0.6233
H: -12.52321 23.59312 7.91534  0.4915
H: -11.20600 24.02814 6.83539  0.1938
H: -12.55873 25.87421 5.34979  0.3043
H: -13.32000 26.93353 6.35803  0.2860
H: -13.86377 25.21441 6.40412  0.3306
H: -9.83539 22.94037 10.09983  0.3639
H: -9.66421 22.75774 8.50394  -0.3607
C: -5.09407 24.79652 8.71417  -0.2595
C: -4.47107 26.12510 9.34550  0.5337
C: -5.43644 27.30178 9.05804  -1.0607
O: -4.81711 28.53694 9.47842  -0.3303
C: -5.53073 29.06352 10.54816  -0.5755
N: -4.21920 25.91866 10.75990  -0.2494
H: -4.66322 23.89591 9.15163  -0.1245
H: -4.95870 24.80370 7.63263  0.5130
H: -6.16619 24.83432 8.90711  -0.3685
H: -3.55499 26.37314 8.80942  0.5096
H: -6.43550 27.07965 9.43306  0.4542
H: -5.61663 27.57995 8.01965  0.4022
H: -6.58013 29.32634 10.41482  0.3031
H: -4.98241 29.95397 10.85563  0.2705
H: -5.44429 28.30170 11.32293  0.2440
H: -3.73721 26.73788 11.10147  0.4032
H: -3.56266 25.16785 10.91906  0.0593

Atoms 1-6, force components in eV/Å:
C 0.27 -1.92 -3.80
O 2.92 1.33 3.00
N 0.43 -1.07 -2.63
N -1.74 1.70 2.54
H -0.05 0.04 0.18
H -0.05 0.25 -0.26